The following is a quantum chemistry calculation of C21H39BeN2O2S4Sb2Si3 as an isolated structure, from OMol25.

## Properties
Relative energy (zero: lowest compared OMol25 entry of this formula, charge and spin) ... 0.00 kJ/mol
HOMO-LUMO gap ... 5.11 eV
Charge ... -1

CARTESIAN COORDINATES (ANGSTROEM)
Be: 0.839 0.154 3.151
O: -4.523 -3.317 1.659
C: -3.234 -3.901 1.528
C: -2.194 -2.919 1.986
C: -0.997 -3.364 2.536
C: -0.025 -2.445 2.889
N: -0.223 -1.143 2.717
C: -1.382 -0.693 2.217
C: -2.394 -1.555 1.835
C: -1.420 0.778 2.126
C: -2.500 1.542 1.726
C: -2.370 2.924 1.690
C: -3.537 3.787 1.291
O: -4.662 3.597 2.138
C: -1.152 3.484 2.061
C: -0.118 2.657 2.459
N: -0.260 1.340 2.501
H: -5.184 -3.992 1.486
H: -3.036 -4.153 0.478
H: -3.148 -4.819 2.115
H: -0.813 -4.419 2.686
H: 0.931 -2.720 3.339
H: -3.323 -1.180 1.429
H: -3.436 1.075 1.448
H: -3.875 3.521 0.288
H: -3.228 4.837 1.274
H: -4.361 3.627 3.052
H: -1.008 4.557 2.037
H: 0.852 3.030 2.764
S: 3.005 -2.642 4.622
Sb: 3.886 -0.547 4.331
S: 0.560 0.334 5.237
S: 2.669 0.190 2.321
S: 2.444 0.982 5.751
C: 2.493 2.019 -3.430
Si: 2.464 1.867 -1.549
C: 1.870 3.520 -0.865
C: 4.206 1.543 -0.947
Sb: 0.829 0.115 -0.645
Si: 2.010 -2.022 -1.405
C: 2.203 -2.218 -3.271
C: 0.932 -3.442 -0.796
C: 3.692 -2.147 -0.595
Si: -0.957 0.277 -2.484
C: -1.804 1.942 -2.186
C: -2.227 -1.053 -2.033
C: -0.668 0.136 -4.343
H: 3.251 2.745 -3.737
H: 1.527 2.356 -3.809
H: 2.724 1.064 -3.904
H: 2.432 4.353 -1.294
H: 2.001 3.538 0.220
H: 0.809 3.675 -1.075
H: 4.811 2.451 -1.011
H: 4.691 0.765 -1.540
H: 4.181 1.211 0.094
H: 1.230 -2.281 -3.763
H: 2.759 -3.132 -3.496
H: 2.744 -1.377 -3.707
H: -0.093 -3.347 -1.163
H: 0.899 -3.441 0.296
H: 1.326 -4.407 -1.126
H: 4.429 -1.528 -1.112
H: 4.046 -3.181 -0.601
H: 3.635 -1.805 0.441
H: -2.020 2.064 -1.121
H: -2.744 2.024 -2.740
H: -1.163 2.774 -2.488
H: -2.447 -1.010 -0.963
H: -1.845 -2.054 -2.250
H: -3.163 -0.924 -2.583
H: 0.012 0.908 -4.705
H: -1.618 0.243 -4.874
H: -0.237 -0.831 -4.608

Results of the Mulliken charge analysis, in e, for atoms 1 through 5:
1. Be 0.249
2. O -0.522
3. C -0.693
4. C 0.432
5. C -0.988